No. 1
ORCA calculation (ωB97M-V with the def2-TZVPD basis set) on a structure of composition C4H13FeO5.

Geometry as XYZ:
```
23
Properties=species:S:1:pos:R:3:forces:R:3:lowdin_charge:R:1
Fe -22.1740 25.0940 -3.8398 0.7294 0.6580 0.2302 1.445
C -20.9074 28.4836 -5.7106 -0.0314 -1.4152 -1.1245 0.099
C -21.4070 27.2101 -5.0677 0.8346 2.5969 -0.2950 -0.492
O -22.3240 26.4530 -5.4991 0.1836 -1.2062 1.1748 0.082
O -20.9446 26.8404 -3.9211 -0.6502 -0.8505 -0.6810 0.081
H -21.0484 28.3790 -6.7864 -0.7717 -0.0546 -0.2290 0.122
H -19.8196 28.5466 -5.7404 0.1411 0.1693 1.0894 0.128
H -21.4302 29.3824 -5.3840 0.1186 -0.1071 0.3860 0.135
C -26.4539 24.8250 -7.3114 -0.1348 -0.9453 -1.2553 -0.063
C -25.9318 25.3029 -5.9714 -1.1969 1.1561 -0.1943 -0.300
O -25.9930 24.2997 -4.9737 0.3486 -0.1123 0.8571 -0.012
H -25.7885 24.1005 -7.7810 0.1493 -0.2889 0.2921 0.078
H -26.6317 25.5068 -8.1430 0.5153 1.0449 0.5772 0.090
H -27.4430 24.3673 -7.2927 0.0789 -0.2729 0.8132 0.092
H -26.6081 26.0520 -5.5594 -0.2544 0.0796 -0.1967 0.125
H -24.9985 25.8632 -6.0258 0.5985 -0.4930 -0.1720 0.085
H -25.2235 23.7463 -4.8214 0.0613 -0.2078 -0.7674 0.065
O -20.3375 28.0030 -1.3868 0.0827 -0.1129 -0.1403 -0.008
H -20.9362 27.6657 -0.7205 -0.1452 0.1856 0.4765 0.041
H -20.5894 27.5460 -2.1893 0.1653 0.1059 0.0408 -0.037
O -21.2422 24.6482 -1.9343 -1.3086 0.3595 -1.4015 0.007
H -20.4052 24.3131 -1.6128 0.9693 -0.2413 -0.1544 0.126
H -21.8212 24.6183 -1.1726 -0.4833 -0.0476 0.6739 0.111
```
Positions in Å, forces in eV/Å.

Molecular weight: 196.99 g mol⁻¹
Total charge: +2
Lowest unoccupied orbital energy (spin up / spin down): -0.3993 / -0.5111 Eh
2S+1: 6
Frontier orbital gap (spin up / spin down): 6.36 / 2.60 eV


No. 2
ORCA calculation (ωB97M-V with the def2-TZVPD basis set) on a structure of composition C4H13INO2PSTa.

Geometry as XYZ:
```
24
Properties=species:S:1:pos:R:3:forces:R:3:lowdin_charge:R:1
C -0.5082 2.1654 -1.2518 -0.1223 -0.1045 0.0672 -0.169
C -0.2325 0.9327 -2.1069 0.2788 0.2190 -0.3680 -0.475
C 0.7765 -0.0937 -1.5564 -0.2256 -0.0108 0.1910 -0.941
I 2.7485 0.6580 -2.0005 0.1594 -0.1009 0.1032 0.666
Ta 0.4059 -0.8850 0.5771 0.2672 -0.3201 -0.8338 1.131
C -1.7413 -1.4186 0.1842 0.0123 0.1263 0.4774 -0.414
O -2.8551 -1.2393 1.0829 -0.0375 0.3734 0.4529 -0.233
N -2.4646 -1.2666 2.4461 0.2697 0.3951 -0.4681 -0.078
O -3.1061 -0.5172 3.0733 -0.2431 -0.4084 -0.0343 0.024
P 2.5461 0.0603 1.7461 -0.5527 -0.1572 0.4413 -0.070
S 3.8806 -1.4037 1.5951 -0.1417 0.0742 -0.3099 -0.133
H 0.4022 2.4778 -0.7388 0.0190 0.0655 -0.0063 0.047
H -0.8532 2.9912 -1.8751 -0.0124 0.0462 -0.0121 0.062
H -1.2638 1.9742 -0.4922 0.0420 -0.0139 0.0868 0.038
H 0.1610 1.2939 -3.0622 -0.0678 -0.0889 -0.1110 0.055
H -1.1575 0.4104 -2.3700 -0.0978 -0.0195 0.2049 0.082
H 0.6948 -0.9752 -2.1952 0.2593 -0.0759 -0.0136 -0.020
H 1.0357 -2.5104 -0.0678 -0.4629 -0.1827 -0.0370 -0.142
H 0.3636 -1.7472 2.1909 0.5454 -0.0534 -0.1025 -0.140
H -0.3611 0.6641 1.2637 -0.2224 -0.1292 0.1488 -0.115
H -1.7634 -2.4436 -0.2036 0.1039 -0.0758 0.0819 0.038
H -2.0207 -0.7678 -0.6540 0.1940 0.0482 -0.1046 0.037
H 3.0132 1.3158 1.3164 0.0486 0.0944 0.0121 -0.129
H 2.2995 0.3243 3.0988 -0.0135 0.2990 0.1338 -0.122
```
Positions in Å, forces in eV/Å.

Molecular weight: 478.05 g mol⁻¹
Total charge: -1
Lowest unoccupied orbital energy: 0.0836 Eh
Frontier orbital gap: 6.89 eV


No. 3
ORCA calculation (ωB97M-V with the def2-TZVPD basis set) on a cluster of 2 separate species, C4H13N in total.

Geometry as XYZ:
```
18
Properties=species:S:1:pos:R:3:forces:R:3:lowdin_charge:R:1
C -3.7271 0.4167 -1.6247 -1.3290 -0.3803 0.1629 -0.106
C -3.4364 -0.5595 -0.4508 -0.1599 0.2347 -1.2173 -0.346
N -3.3573 0.0380 0.8551 0.5543 0.1034 0.8429 -0.030
H -3.9228 1.4274 -1.2703 0.4959 0.1671 0.0381 0.057
H -4.6808 0.1576 -2.1045 0.2200 -0.1600 -0.0874 0.061
H -2.9657 0.3808 -2.3963 0.1667 0.2879 0.0308 0.055
H -2.5694 -1.1016 -0.8283 0.4593 -0.0488 1.0605 0.099
H -4.1977 -1.3228 -0.3527 -0.4264 -0.1239 -0.4163 0.088
H -2.4676 0.4089 1.1579 0.0878 -0.0434 -0.3763 0.060
H -4.0454 0.7678 0.9695 -0.0680 -0.0368 -0.0378 0.060
C 4.4127 -0.5085 1.3645 -0.2328 1.0007 0.6865 -0.183
C 4.4584 0.3899 0.1342 -1.0765 -1.5010 -0.2008 -0.174
H 3.4886 -0.3615 1.9259 -0.1195 -0.2688 -0.0829 0.060
H 4.5406 -1.5532 1.1269 0.0385 -0.2893 -0.0692 0.057
H 5.2029 -0.1899 2.0467 0.1022 -0.2521 0.0642 0.060
H 5.4521 0.2417 -0.2606 0.3066 1.0304 -0.4104 0.059
H 4.0473 1.3764 0.3245 0.8748 0.3795 0.0879 0.063
H 3.7677 -0.0082 -0.6171 0.1060 -0.0993 -0.0753 0.059
```
Positions in Å, forces in eV/Å.

Molecular weight: 75.15 g mol⁻¹
Structure (SMILES): CCN.CC
Lowest unoccupied orbital energy: 0.0386 Eh
Frontier orbital gap: 10.09 eV


No. 4
ORCA calculation (ωB97M-V with the def2-TZVPD basis set) on an isolated molecule of C4H13N2.

Geometry as XYZ:
```
19
Properties=species:S:1:pos:R:3:forces:R:3:lowdin_charge:R:1
C -1.6011 1.3655 -0.7116 -0.1329 -0.0411 0.0207 -0.098
C -0.5210 0.7318 0.1866 -1.0930 1.2869 -0.0241 -0.478
C 0.6725 0.3718 -0.6069 0.6067 -0.6999 -2.2369 -0.218
C 1.7893 -0.4858 -0.0290 -0.7517 0.0807 -0.5296 -0.270
N 1.2481 -1.6957 0.5779 -0.2355 -0.2672 -0.1543 -0.035
N -1.0747 -0.4158 0.9538 -1.0403 1.4584 0.3484 0.054
H -2.1111 2.1682 -0.1733 -0.0831 -0.1121 -0.0695 0.067
H -1.1253 1.7914 -1.5978 -0.0541 0.0485 0.0498 0.077
H -2.3544 0.6488 -1.0412 0.1041 -0.0067 -0.0342 0.055
H -0.3139 1.5429 0.8783 0.4660 -0.3901 0.5148 0.113
H 1.1087 1.2748 -1.0635 -0.0136 0.0449 0.4860 0.126
H 0.3106 -0.1413 -1.5234 0.0173 -0.0772 0.4121 0.119
H 2.4277 -0.7368 -0.8751 0.5086 0.2610 0.1172 0.109
H 2.2960 0.1065 0.7062 0.6320 0.0303 0.4880 0.107
H 0.8642 -2.3012 -0.1416 -0.3152 0.1482 -0.1304 0.072
H 1.9648 -2.2591 0.9733 0.8332 -0.2939 0.6252 0.066
H -0.2904 -0.9304 1.3276 0.5672 -1.1424 0.0023 0.037
H -1.5770 -0.0447 1.8315 -0.3320 -0.1612 -0.3576 0.038
H -1.7130 -0.9908 0.3281 0.3163 -0.1670 0.4720 0.058
```
Positions in Å, forces in eV/Å.

Molecular weight: 89.16 g mol⁻¹
Lowest unoccupied orbital energy (spin up / spin down): 0.0341 / 0.0258 Eh
2S+1: 2
Frontier orbital gap (spin up / spin down): 4.00 / 10.92 eV


No. 5
ORCA calculation (ωB97M-V with the def2-TZVPD basis set) on an isolated molecule of C4H13N2.

Geometry as XYZ:
```
19
Properties=species:S:1:pos:R:3:forces:R:3:lowdin_charge:R:1
N -1.1249 -1.6031 0.8420 -0.2721 -0.3353 0.1289 -0.003
C -1.5937 -0.6951 -0.2378 -0.3464 0.2629 -0.2745 -0.282
C -1.1380 0.7464 0.0104 -0.3916 -0.3798 -0.6967 -0.252
N 0.1884 0.8082 0.5829 0.3770 0.8772 0.2462 -0.099
C 1.2753 1.1830 -0.3488 -0.4381 0.2125 -0.1983 -0.272
C 2.2447 0.0436 -0.5870 0.3818 0.3007 0.2444 -0.098
H -0.9510 -2.5793 0.4805 0.1784 0.1097 0.0987 0.030
H -1.8863 -1.7142 1.5843 0.2124 0.0954 -0.0097 0.027
H -0.2683 -1.2179 1.2895 -0.1740 -0.1409 -0.2499 0.071
H -1.2609 -1.0443 -1.2176 0.2201 -0.1741 0.3400 0.096
H -2.6857 -0.7438 -0.2386 0.0614 -0.0443 -0.0222 0.077
H -1.8818 1.2490 0.6247 0.1520 0.0265 0.2686 0.106
H -1.1721 1.2199 -0.9802 -0.0063 0.1903 0.1708 0.110
H 0.1781 1.4833 1.3374 -0.0029 -0.1775 0.0360 0.103
H 1.7644 2.0789 0.0298 0.2223 -0.0480 0.1154 0.108
H 0.8442 1.5023 -1.3035 -0.1166 -0.1096 0.0150 0.101
H 1.7103 -0.8756 -0.3983 0.0180 -0.4498 -0.3261 0.039
H 2.6826 0.0796 -1.5837 -0.1360 -0.1629 -0.0680 0.071
H 3.0747 0.0794 0.1139 0.0608 -0.0530 0.1815 0.067
```
Positions in Å, forces in eV/Å.

Molecular weight: 89.16 g mol⁻¹
Lowest unoccupied orbital energy (spin up / spin down): 0.0341 / 0.0292 Eh
2S+1: 2
Frontier orbital gap (spin up / spin down): 4.28 / 10.65 eV


No. 6
ORCA calculation (ωB97M-V with the def2-TZVPD basis set) on the ion C4H13N2 with charge +1.

Geometry as XYZ:
```
19
Properties=species:S:1:pos:R:3:forces:R:3:lowdin_charge:R:1
C 0.5894 -0.6435 -1.7703 0.9429 1.9753 -0.4971 -0.065
N 0.4889 -0.4407 -0.3331 -1.8541 -0.7231 0.6597 -0.353
C 1.4128 -1.0421 0.5794 3.1019 0.5350 -0.8413 -0.104
C -0.8714 -0.5995 0.1133 -0.3783 0.2378 -0.7588 -0.214
C -1.3899 0.8507 0.1787 -0.9014 -0.6471 0.5060 -0.105
N -0.3990 1.6734 1.0176 0.2108 0.2957 -0.4743 0.178
H -0.3964 -0.5562 -2.2692 0.5288 -0.1937 0.4549 0.097
H 1.1019 -1.5358 -2.1041 0.0384 -0.4674 0.1651 0.086
H 1.1790 0.2435 -2.1005 -0.1931 -0.8399 -0.5197 0.096
H 1.6327 -2.1212 0.2486 0.1752 1.4199 1.0101 0.120
H 1.1463 -0.9382 1.6554 -0.3382 -0.4632 -0.8599 0.082
H 2.3198 -0.3050 0.5145 -0.6993 -2.1174 0.0877 0.118
H -1.4816 -1.3178 -0.5118 0.3067 1.1462 0.3868 0.151
H -0.9278 -1.0488 1.1138 0.0969 0.3402 -0.0250 0.121
H -1.6639 1.4092 -0.7432 0.6359 -0.5893 0.5370 0.148
H -2.2596 0.7451 0.7996 -0.7722 0.7337 0.2681 0.114
H -0.0741 1.0916 1.8287 -0.3960 0.9174 -0.7132 0.174
H -0.8561 2.5599 1.2994 0.2190 -0.7151 0.3427 0.176
H 0.4491 1.9756 0.4832 -0.7239 -0.8449 0.2711 0.179
```
Positions in Å, forces in eV/Å.

Molecular weight: 89.16 g mol⁻¹
Total charge: +1
Structure (SMILES): CN(C)CC[NH3+]
Lowest unoccupied orbital energy: -0.1331 Eh
Frontier orbital gap: 8.95 eV


Number 1: maximum force 0.0534 hartree/bohr. Number 2: maximum force 0.0181 hartree/bohr. Number 3: maximum force 0.0361 hartree/bohr. Number 4: maximum force 0.0471 hartree/bohr. Number 5: maximum force 0.0192 hartree/bohr. Number 6: maximum force 0.0634 hartree/bohr.